# 1
The molecule C20H17Cl4NO2 in a non-equilibrium geometry, computed with the ωB97M-V functional and the def2-TZVPD basis.

Results
E_tot, eV: -76688.7585
Maximum force, hartree/bohr: 0.047

XYZ file:
```
44
C20H17Cl4NO2, DFT the ωB97M-V functional and the def2-TZVPD basis
Cl -1.65393 2.49636 2.21717
C -0.80893 1.02634 2.42646
C -1.50417 -0.18468 2.29330
Cl -3.22607 -0.24247 2.38431
C -0.82284 -1.37229 2.02851
O -1.55040 -2.50232 1.89061
C 0.65306 -1.40275 2.12847
O 1.33751 -2.40687 1.83501
C 1.30927 -0.17286 2.56640
Cl 2.99103 -0.24986 2.81481
C 0.59840 1.01626 2.65777
Cl 1.40270 2.47993 3.03782
C -5.92317 -2.78491 -1.83657
C -5.85868 -3.88597 -0.77169
C -4.44193 -3.86498 -0.17885
N -3.82886 -2.63069 -0.68427
C -2.62414 -2.22019 -0.30032
C -1.72223 -3.06235 0.55422
C -0.38850 -3.36528 -0.12349
C 0.06872 -2.33648 -1.16221
C -0.67484 -1.03050 -1.17676
C -2.03946 -1.00090 -0.80017
C -2.75824 0.21069 -0.88396
C -2.09376 1.38793 -1.18642
C -0.74142 1.35782 -1.54433
C -0.05040 0.14962 -1.57924
C -4.55606 -2.08745 -1.84752
H -6.14331 -3.19241 -2.82733
H -6.70966 -2.06050 -1.60022
H -6.59258 -3.70350 0.01978
H -6.07044 -4.86848 -1.20305
H -4.44726 -3.87250 0.92082
H -3.87713 -4.74916 -0.52708
H -2.20225 -4.02959 0.75466
H 0.39994 -3.51224 0.62250
H -0.53927 -4.32067 -0.63737
H 1.13658 -2.15050 -0.99846
H -0.00617 -2.80652 -2.15816
H -3.81946 0.21503 -0.62775
H -2.63956 2.32926 -1.13658
H -0.23038 2.28505 -1.80435
H 0.99752 0.10982 -1.89514
H -4.02085 -2.31238 -2.78892
H -4.67595 -1.00100 -1.80652
```

***

# 2
A structure of composition C20H17CuN5O3S in a non-equilibrium geometry, computed with the ωB97M-V functional and the def2-TZVPD basis.

Results
E_tot, eV: -90082.9136
Multiplicity: 2
Maximum force, hartree/bohr: 0.059

XYZ file:
```
47
C20H17CuN5O3S, DFT the ωB97M-V functional and the def2-TZVPD basis
Cu -0.65884 0.74475 1.28085
O 1.14346 -3.93338 2.72956
C 1.81137 -3.64677 1.59359
C 2.68474 -4.59797 1.13309
C 3.46189 -4.30523 0.04759
C 3.43820 -3.06311 -0.60995
C 2.60676 -2.10809 -0.07345
C 1.80889 -2.36034 1.03155
C 0.93087 -1.32680 1.58492
O 1.01532 -0.11277 1.09468
N 0.14512 -1.55996 2.62322
N -0.79204 -0.58449 2.75599
C -1.85741 -0.68505 3.55841
C -2.76686 0.37648 3.72161
C -3.67720 0.36063 4.81197
C -4.54170 1.37460 5.16489
C -4.37879 2.62924 4.53668
C -3.49082 2.67654 3.46917
C -2.69908 1.57724 3.03113
O -2.01538 1.81504 1.94571
H 0.58598 -3.06496 2.90316
H 2.77578 -5.57075 1.60469
H 4.10711 -5.11461 -0.23572
H 4.13800 -2.79933 -1.41875
H 2.63336 -1.07683 -0.43679
H -2.13471 -1.58217 4.10846
H -3.70452 -0.56129 5.38538
H -5.32679 1.16446 5.92690
H -5.06664 3.46594 4.74607
H -3.32032 3.48896 2.78819
N 0.26272 1.56388 -2.89012
C -0.47246 2.67051 -2.49589
C -0.80200 2.45822 -1.19723
N -0.17108 1.32406 -0.74084
C 0.48240 0.79153 -1.76396
H 0.67348 1.36973 -3.79854
H -0.80907 3.47019 -3.11813
H -1.40913 3.04494 -0.53549
H 0.96324 -0.17698 -1.87366
S 2.64951 0.85822 -7.76673
C 1.89542 2.32319 -7.27923
C 1.34359 2.20720 -6.02549
N 1.39114 0.98031 -5.46719
C 2.04751 0.17977 -6.30468
H 1.98551 3.14606 -7.97904
H 0.85197 3.03961 -5.44092
H 2.26148 -0.87042 -6.12569
```

***

# 3
The molecule C20H17F2N3S, computed with the ωB97M-V functional and the def2-TZVPD basis.

Results
E_tot, eV: -41756.7047
SMILES: Fc1ccc([C@H]2c3cccn3CCN2C(=S)Nc2cccc(F)c2)cc1
Maximum force, hartree/bohr: 0.016

XYZ file:
```
43
C20H17F2N3S, DFT the ωB97M-V functional and the def2-TZVPD basis
F -1.66872 5.54512 -2.20145
C -1.17241 4.29995 -2.04807
C -2.04694 3.24668 -1.84720
C -1.52786 1.97609 -1.68749
C -0.15454 1.75835 -1.72855
C 0.69986 2.83414 -1.93053
C 0.19617 4.11282 -2.09460
H 0.84867 4.95595 -2.25750
H 1.76660 2.67351 -1.97832
C 0.36402 0.34957 -1.49483
C 1.78436 0.16156 -1.91761
C 2.33665 0.14390 -3.17393
C 3.72397 -0.03747 -3.01563
C 3.97060 -0.12383 -1.67325
N 2.78994 0.00783 -1.01041
C 2.57571 -0.08285 0.40568
C 1.24774 0.60658 0.74178
N 0.20216 0.03458 -0.07621
C -0.72003 -0.86735 0.33906
S -1.66051 -1.71611 -0.72290
N -0.87414 -0.98614 1.69859
C -1.57752 -1.97407 2.38781
C -1.61362 -3.29450 1.95283
C -2.28825 -4.22426 2.71946
C -2.91731 -3.89876 3.90732
C -2.85556 -2.58504 4.33890
C -2.19133 -1.63136 3.59225
H -2.15053 -0.60825 3.93893
H -3.33166 -2.30215 5.26502
H -3.43263 -4.65832 4.47186
F -2.31440 -5.50398 2.29944
H -1.13750 -3.60133 1.03737
H -0.73032 -0.14430 2.24047
H 1.04796 0.49327 1.80590
H 1.31681 1.67483 0.50671
H 3.40264 0.39668 0.93820
H 2.52634 -1.13588 0.71610
H 4.88929 -0.26836 -1.14002
H 4.45086 -0.09736 -3.80052
H 1.80310 0.25196 -4.09679
H -0.27407 -0.34943 -2.05044
H -2.19388 1.14025 -1.53459
H -3.10975 3.42746 -1.82283
```

***

# 4
A structure of composition C20H17I2IrN10O5S in a non-equilibrium geometry, computed with the ωB97M-V functional and the def2-TZVPD basis.

Results
Charge: +1
E_tot, eV: -76020.2692
Multiplicity: 2
Maximum force, hartree/bohr: 0.054

XYZ file:
```
56
C20H17I2IrN10O5S, DFT the ωB97M-V functional and the def2-TZVPD basis
Ir -0.07432 -0.40534 0.70257
I -5.12523 3.77742 -2.62060
C -4.03521 2.70078 -1.22815
C -4.65658 1.69509 -0.49158
C -3.92170 0.96982 0.42206
I -4.84678 -0.55315 1.48195
C -2.55120 1.27037 0.66052
O -1.88972 0.59553 1.57197
C -1.94437 2.29832 -0.11084
C -0.49137 2.67680 0.06471
N 0.15188 1.76991 1.01319
C 1.47075 2.09656 1.53521
C 1.67096 1.12851 2.66842
C 2.48441 1.37690 3.75686
C 2.56677 0.42623 4.76335
C 1.83010 -0.74370 4.65618
C 1.04831 -0.93974 3.53429
N 0.97480 -0.01717 2.56546
C -2.68783 2.99125 -1.04231
H -5.70470 1.47687 -0.63733
H -0.43343 3.70792 0.43264
H 0.03402 2.64544 -0.89294
H -0.48367 1.70853 1.80801
H 1.53438 3.12827 1.88990
H 2.23465 1.95605 0.76481
H 3.03906 2.30365 3.81402
H 3.19316 0.60466 5.62727
H 1.85677 -1.49839 5.42864
H 0.46793 -1.83789 3.37910
H -2.22095 3.77021 -1.63348
O -2.19769 -2.58552 -4.45763
C -1.12639 -1.85892 -4.71104
O -0.55593 -1.86375 -5.77022
C -0.60018 -1.00188 -3.60280
C 0.46599 -0.14316 -3.75966
N 0.70848 0.41291 -2.56399
N -0.13359 -0.04102 -1.62216
C -0.92613 -0.89823 -2.24315
C -2.00503 -1.47173 -1.40499
O -2.91260 -2.11861 -1.90223
O -1.91529 -1.13139 -0.16204
H -2.55755 -2.42991 -3.54617
H 1.02505 0.09964 -4.64838
H 1.44097 1.05996 -2.32940
N 4.13800 -2.61613 -1.98176
N 3.50605 -2.01597 -0.92976
N 4.03808 -1.97071 0.26865
C 3.14095 -1.24693 0.91813
N 2.13200 -0.86299 0.12056
N 2.39222 -1.38429 -1.07372
H 4.84382 -3.24927 -1.63419
H 3.46502 -3.02536 -2.61479
H 3.23461 -1.00180 1.96027
S -2.01371 -4.29947 1.29779
C -0.97456 -3.13558 1.25543
N -0.10349 -2.29958 1.25335
```

***

# 5
The molecule C20H17N3O5 in a non-equilibrium geometry, computed with the ωB97M-V functional and the def2-TZVPD basis.

Results
E_tot, eV: -35722.1240
SMILES: COc1cc(/C=N\NC(=O)c2ccc(C)nc2)ccc1OC(=O)c1ccco1
Maximum force, hartree/bohr: 0.022

XYZ file:
```
45
C20H17N3O5, DFT the ωB97M-V functional and the def2-TZVPD basis
C -1.12207 -0.99875 2.08542
H -1.20127 -2.07402 2.27477
O 0.20711 -0.55061 2.19871
C 1.13227 -1.02817 1.33241
C 0.90699 -2.00974 0.37735
C 1.94096 -2.46033 -0.44744
C 3.22329 -1.94771 -0.28403
C 3.45461 -0.94760 0.64289
C 2.42118 -0.47664 1.42989
O 2.66484 0.53682 2.34791
C 1.95180 1.67768 2.19125
O 1.24234 1.90726 1.24727
C 2.20514 2.58142 3.31272
C 2.96830 2.41684 4.44563
C 2.84104 3.61254 5.17680
C 2.01409 4.41268 4.43914
O 1.62845 3.80189 3.32064
H 1.64576 5.40538 4.61116
H 3.29659 3.84835 6.11630
H 3.53665 1.54751 4.70349
H 4.43519 -0.51416 0.76085
H 4.02736 -2.30652 -0.90718
C 1.67732 -3.44624 -1.50800
N 0.73390 -3.43705 -2.35805
N -0.16200 -2.43789 -2.38079
C -1.21979 -2.42500 -3.26004
O -1.47165 -3.32817 -4.01991
C -2.05937 -1.19997 -3.13541
C -3.41570 -1.29661 -3.44807
N -4.25928 -0.28805 -3.37341
C -3.80983 0.90060 -2.99134
C -2.46811 1.11046 -2.67070
C -1.58314 0.05256 -2.74599
H -0.53572 0.21963 -2.53209
H -2.12733 2.09099 -2.37502
C -4.80523 2.01343 -2.93137
H -4.54015 2.79192 -3.64506
H -5.79256 1.63098 -3.17111
H -4.81818 2.45871 -1.93815
H -3.82529 -2.24539 -3.76782
H -0.03710 -1.64696 -1.74883
H 2.38311 -4.25687 -1.62517
H -0.06554 -2.47274 0.30055
H -1.67791 -0.45691 2.84837
H -1.54105 -0.76554 1.10145
```